Formula: C17H41N4OS
Source: the OMol25 dataset
Level of theory: wB97M-V/def2-TZVPD

Calculated values
**LUMO energy**: -5.71 eV
**Multiplicity**: 1
**Charge**: +1
**Electronic energy**: -1364.20216 Eh
**HOMO energy**: -9.852 eV

Atoms and positions in Å:
H  -3.052  3.892  4.621
O  4.616  -3.361  -0.145
C  -0.771  0.608  -1.686
C  -1.859  1.470  -1.057
H  -1.529  1.914  -0.119
H  0.827  -4.916  0.404
C  -3.249  1.743  4.607
H  -0.672  1.441  -4.156
H  -0.764  0.937  3.678
H  0.195  3.140  0.026
H  0.739  3.050  -5.265
H  -2.936  -0.421  1.981
H  -4.068  1.826  5.333
C  4.219  -2.890  -1.359
H  -2.332  1.592  5.185
H  -0.382  -0.081  -0.926
C  -3.878  -0.618  4.441
H  -0.526  0.411  2.014
H  -0.669  2.937  -3.232
H  -2.201  2.266  -1.723
H  -2.046  -1.756  4.745
C  -1.122  0.239  2.917
H  3.932  -4.754  -4.391
C  -2.601  0.425  2.595
C  -2.811  -1.246  5.331
N  0.350  1.297  -2.334
H  0.439  3.955  -1.531
H  -3.271  -2.002  5.977
H  -0.906  -0.779  3.248
H  3.355  -0.713  -1.534
H  -1.245  -0.043  -2.433
C  4.400  -1.283  -1.624
H  -4.071  3.284  3.308
C  0.316  -4.051  -0.203
N  3.634  -3.907  -2.313
H  1.753  1.725  -4.675
H  1.776  3.775  -0.399
H  -2.326  -0.516  5.983
H  2.242  2.088  -1.955
C  -3.163  3.086  3.888
H  -2.696  1.290  1.929
C  1.185  -3.135  -1.005
C  1.297  1.940  -1.421
H  -4.754  -0.401  5.065
H  -0.839  -3.863  -0.245
H  1.420  -2.030  -0.650
S  1.954  -3.612  -2.684
H  -4.228  -1.372  3.724
C  -0.052  2.076  -3.510
N  -3.523  0.608  3.719
H  1.556  1.244  -0.612
H  -2.730  0.847  -0.823
H  4.893  -1.148  -2.681
H  0.720  -1.910  -3.526
H  5.397  -4.809  -3.199
N  1.715  -2.231  -3.726
H  -2.301  3.137  3.217
H  4.973  -3.144  -3.974
C  0.891  3.275  -0.805
H  1.735  3.290  -3.832
H  5.111  -0.832  -0.783
H  2.330  -1.422  -3.489
C  4.485  -4.121  -3.545
C  1.118  2.560  -4.362

=====

Formula: C17H42ClHfIOP3
Source: the OMol25 dataset
Level of theory: wB97M-V/def2-TZVPD

Calculated values
**LUMO energy**: -11.27 eV
**Multiplicity**: 1
**Charge**: +3
**Electronic energy**: -2577.20710 Eh
**ΔE to the lowest compared entry with this formula, charge and spin**: 0.0000 eV
**HOMO energy**: -17.846 eV

Atoms and positions in Å:
H  1.503  1.625  1.876
C  -0.932  -1.313  4.007
H  -3.736  -2.081  -1.706
H  2.485  0.352  3.358
P  2.230  -0.051  -1.419
P  -2.428  -0.020  -1.824
P  0.168  -0.320  1.486
H  2.622  2.122  -0.392
C  -1.217  -0.987  2.538
H  -1.408  2.459  1.447
H  -2.152  0.873  -4.067
C  0.076  1.752  3.508
H  -0.675  -0.427  4.598
H  3.213  -1.249  3.566
H  -1.002  1.715  3.696
H  0.573  1.114  4.238
C  1.424  -2.776  2.163
H  3.117  -2.259  -1.973
H  -2.492  0.712  3.035
C  2.650  0.590  -3.086
H  -2.477  -0.883  -4.074
H  0.814  -3.105  3.010
O  -0.283  2.497  -3.490
C  -3.815  -1.082  -1.244
H  3.194  0.779  0.658
C  1.651  -1.252  2.117
H  0.942  -3.158  1.255
C  -0.173  1.779  -4.405
Cl  -1.099  -2.999  -0.114
H  -4.098  1.690  -1.333
H  -4.764  -0.610  -1.530
C  0.088  1.017  -5.564
H  2.205  -0.066  -3.842
H  0.164  1.695  -6.446
H  -1.397  -1.951  2.022
H  -2.496  2.399  -1.762
H  3.425  -1.823  -0.260
H  -3.770  -1.197  -0.150
H  0.392  2.785  3.711
H  -2.759  1.691  -0.147
H  1.637  -0.912  4.291
C  0.423  1.445  2.037
C  -0.339  2.463  1.190
H  -3.831  0.257  -3.791
C  3.420  -1.449  -1.289
H  2.408  -3.267  2.257
C  2.263  -0.720  3.410
H  -3.341  -0.787  2.679
C  -3.004  1.595  -1.210
H  -2.671  0.158  1.352
H  2.274  1.607  -3.196
H  0.046  3.475  1.417
H  -1.856  -1.728  4.424
H  2.394  -1.049  1.323
H  -0.229  2.303  0.111
C  -2.488  -0.162  2.383
H  4.165  1.278  -0.765
H  1.027  0.447  -5.456
C  -2.759  0.069  -3.607
H  3.736  0.576  -3.206
H  -0.157  -2.062  4.146
H  4.416  -1.073  -1.563
I  0.483  -2.878  -3.106
H  -0.746  0.299  -5.719
Hf  -0.168  -1.075  -1.198
C  3.138  1.154  -0.373

=====

Formula: C17H42NO10S4
Source: the OMol25 dataset
Level of theory: wB97M-V/def2-TZVPD

Calculated values
**LUMO energy**: 2.05 eV
**Multiplicity**: 1
**Charge**: -1
**Electronic energy**: -3072.63108 Eh
**HOMO energy**: -6.251 eV

Atoms and positions in Å:
O  2.458  -0.527  -4.630
H  -1.559  3.155  0.345
O  4.698  0.822  3.808
H  0.611  -0.221  4.350
H  2.219  2.610  1.862
H  5.371  -3.225  2.579
H  4.771  -1.727  3.344
H  2.479  -0.377  -1.643
H  -2.840  -1.737  4.092
H  -4.171  -1.940  -2.518
C  -2.020  -1.076  3.810
H  -0.661  -4.972  -1.657
H  -0.503  -3.728  -2.751
H  0.844  -2.069  -2.842
O  -2.798  4.038  -1.956
C  5.386  -2.135  2.542
C  -4.636  1.653  -3.611
H  -5.116  1.490  -4.576
H  1.585  1.197  -1.720
C  -0.963  2.663  -2.610
C  0.159  -1.326  -3.250
H  -0.403  -1.739  -4.087
H  0.762  -0.698  2.691
O  -3.228  -4.489  -3.558
H  -2.242  -0.678  2.820
H  -0.482  -0.857  -2.503
H  3.447  3.015  4.913
H  2.458  1.795  5.813
H  -4.323  2.697  -3.621
C  -1.174  3.939  -0.306
H  -1.574  4.860  0.118
C  -1.713  3.550  -1.639
H  -5.244  1.029  0.019
O  5.715  -1.182  0.458
H  -0.868  -3.312  -1.019
H  -1.365  2.869  -3.602
O  0.307  -1.030  0.157
H  3.095  -1.232  0.123
S  -2.897  -3.996  -2.139
H  6.379  -1.911  2.932
H  3.257  0.932  -2.440
S  1.339  0.046  -3.763
H  -2.572  -1.991  -3.241
O  -1.225  0.199  -0.486
H  -3.771  0.991  -3.642
S  -5.892  1.229  -2.316
C  -4.721  1.328  -0.889
H  1.731  2.706  4.519
C  -0.636  -1.837  3.850
C  0.655  -1.095  3.700
H  3.941  2.932  2.062
H  -4.439  2.364  -0.700
H  -3.767  0.806  -0.960
C  3.190  2.143  2.025
C  -1.070  -3.981  -1.855
H  -1.054  1.606  -2.359
S  3.213  1.065  3.521
C  -3.126  -2.179  -2.322
H  3.130  -2.828  0.832
H  -2.736  -1.674  -1.438
O  -0.490  -3.052  3.900
H  -2.101  -0.279  4.549
H  -0.084  3.930  -0.306
H  3.328  1.556  1.117
C  2.271  0.519  -2.228
O  0.402  1.004  0.533
C  3.424  -1.791  0.999
C  2.668  2.255  4.847
H  2.855  -1.484  1.876
O  -6.026  -0.256  -2.468
N  -0.173  0.054  0.079
H  0.083  2.967  -2.650
C  4.900  -1.671  1.211
H  1.530  -1.711  3.909

=====

Formula: C17H43BCuNO12V
Source: the OMol25 dataset
Level of theory: wB97M-V/def2-TZVPD

Calculated values
**LUMO energy (alpha / beta)**: 3.51 / 3.51 eV
**Multiplicity**: 2
**Charge**: -2
**Electronic energy**: -4240.13495 Eh
**HOMO energy (alpha / beta)**: 1.085 / 1.066 eV
**<S²>**: 0.77

Atoms and positions in Å:
H  -2.465  -16.932  9.753
O  0.924  -10.594  6.904
C  -3.544  -15.300  10.909
C  -5.059  -15.352  9.101
H  -3.221  -14.572  11.653
O  0.008  -8.124  7.421
O  1.529  -15.559  10.450
C  -2.260  -11.338  6.384
H  -2.269  -10.861  13.069
H  1.714  -17.358  11.332
H  -4.111  -12.273  13.543
H  -3.539  -8.972  11.759
H  1.768  -13.287  6.122
H  0.438  -11.279  10.747
C  1.329  -7.780  12.966
O  -1.717  -7.311  6.438
H  -0.816  -11.189  9.507
C  -1.094  -7.611  7.470
H  -6.034  -15.145  9.541
H  2.282  -7.490  13.410
H  4.575  -16.012  8.288
C  1.628  -16.964  10.320
C  1.697  -9.838  14.350
C  -2.852  -9.728  11.379
C  2.635  -13.371  6.779
H  -0.666  -15.850  9.441
V  -0.308  -10.195  7.718
N  -1.313  -15.197  9.858
H  1.916  -9.956  11.384
H  -4.966  -15.099  8.044
H  2.445  -12.782  7.676
H  0.826  -11.334  8.996
Cu  -2.667  -13.073  9.051
H  -3.339  -9.857  10.412
H  1.207  -7.271  12.010
O  -1.612  -10.445  5.869
H  0.340  -9.842  9.781
H  -4.313  -15.746  11.539
C  -2.256  -16.156  10.490
C  -0.592  -14.420  10.820
C  4.363  -14.985  7.992
O  -1.833  -8.464  7.957
O  -2.191  -11.994  11.371
H  -0.170  -13.596  10.244
H  -1.174  -13.993  11.636
H  2.144  -15.488  8.796
O  -3.447  -11.047  6.324
H  -1.889  -16.626  11.402
B  0.195  -10.911  9.762
H  -4.627  -12.329  11.881
H  0.473  -9.760  12.626
H  0.601  -7.420  13.693
C  1.403  -9.311  12.975
O  2.063  -15.556  7.841
C  0.586  -15.264  11.445
H  1.859  -10.906  14.495
H  0.195  -16.067  12.070
H  3.474  -12.989  6.198
H  0.920  -9.543  15.056
C  3.078  -14.830  7.118
H  -4.835  -16.418  9.087
H  4.226  -14.604  9.004
H  2.568  -9.268  14.674
H  -1.388  -11.539  11.105
C  -2.862  -11.062  12.176
H  2.563  -17.395  9.963
H  1.019  -14.662  12.244
H  0.724  -17.426  9.921
H  5.329  -14.617  7.648
H  -4.906  -10.947  12.966
O  -4.063  -14.609  9.787
C  -4.173  -11.680  12.630
H  3.442  -15.233  6.173
O  -1.685  -11.893  7.254
H  -1.834  -9.371  11.224
O  2.432  -9.683  12.146

=====

Formula: C17H43F4O8S5Tl
Source: the OMol25 dataset
Level of theory: wB97M-V/def2-TZVPD

Calculated values
**LUMO energy**: -3.76 eV
**Multiplicity**: 1
**Charge**: 0
**Electronic energy**: -3837.79591 Eh
**HOMO energy**: -7.814 eV

Atoms and positions in Å:
H  2.168  0.881  5.055
H  -4.114  1.856  1.797
H  3.436  0.968  3.725
O  0.952  -2.743  1.067
H  -0.262  2.694  -4.712
H  2.111  -2.212  -2.540
H  2.181  5.170  -0.499
C  3.023  0.413  4.567
H  -1.596  -3.865  0.876
C  1.214  -5.389  1.075
H  0.127  -5.474  1.087
H  -3.989  -0.602  0.895
H  1.922  -1.230  -4.865
C  0.252  4.268  0.975
O  0.383  -1.349  -2.670
C  3.457  -3.708  1.258
C  1.181  -2.360  -3.089
H  -2.984  -1.678  -0.131
H  4.043  -2.861  1.612
O  -3.899  1.718  -0.292
H  -6.583  2.232  -0.200
H  1.635  -5.260  0.078
H  3.832  0.399  5.297
H  2.409  -2.883  -4.825
H  0.473  1.145  -4.046
C  -4.661  2.139  0.898
F  3.554  -0.733  -0.270
H  2.308  4.508  -4.122
H  -6.152  0.672  0.188
F  -1.943  4.512  -1.610
O  1.346  2.428  -1.512
H  0.923  -1.385  5.527
H  -4.132  -2.429  0.760
C  0.627  -3.665  -2.695
S  2.510  -1.098  3.746
C  2.934  4.788  0.190
F  -4.056  4.382  -1.033
F  -3.427  3.465  -2.785
C  -0.048  2.079  -3.838
H  0.473  -2.286  4.235
H  -2.637  2.806  0.489
H  3.874  -4.669  1.559
H  -2.853  -4.495  1.982
H  -0.218  5.056  1.563
H  -1.075  1.923  -3.508
C  -3.476  -1.561  0.834
O  1.536  -0.542  2.723
C  2.455  3.494  -3.750
S  1.732  -3.760  1.870
H  -6.745  1.515  1.516
H  2.547  2.846  -4.621
C  -3.058  3.672  -1.513
C  -6.140  1.671  0.623
C  -2.060  -3.758  1.856
H  0.788  -2.396  -5.264
H  -1.364  -4.002  2.659
O  -1.737  1.484  -0.834
H  3.604  4.067  -0.277
C  1.374  -2.071  4.810
C  -2.745  2.423  -0.526
H  0.918  -3.790  -1.652
H  3.381  3.452  -3.178
O  -1.093  -1.229  1.916
S  2.015  3.748  1.401
H  -0.431  -3.888  -2.828
S  0.956  3.138  -2.744
H  -0.322  3.410  1.325
C  1.590  -2.218  -4.549
H  3.440  5.525  0.814
H  1.886  -2.917  5.269
H  0.024  4.423  -0.080
H  1.274  -4.433  -3.118
H  1.806  -6.233  1.430
S  -2.393  -1.965  2.315
O  2.126  2.275  1.004
Tl  0.732  0.007  -0.029
H  3.408  -3.708  0.169
H  -4.751  3.190  1.173

=====

Formula: C17H43N4O7P2S
Source: the OMol25 dataset
Level of theory: wB97M-V/def2-TZVPD

Calculated values
**LUMO energy**: -4.58 eV
**Multiplicity**: 1
**Charge**: +1
**Electronic energy**: -2499.59438 Eh
**HOMO energy**: -10.269 eV

Atoms and positions in Å:
C  -0.137  -1.723  -0.676
H  -6.997  1.417  -5.223
C  4.420  4.196  3.102
H  -0.273  -2.830  1.820
H  -7.254  1.298  -3.482
H  0.934  -3.157  -1.862
H  -6.783  -3.091  -0.627
H  -0.519  -3.799  -1.050
H  5.066  2.383  6.395
H  -0.157  0.210  2.198
C  6.270  2.808  2.327
O  -1.094  -1.576  0.374
H  -1.577  -1.785  2.317
C  5.107  5.550  3.204
C  1.006  -4.960  0.446
H  -8.327  -0.905  -3.712
N  -5.841  -2.894  -0.278
H  5.994  0.898  6.093
O  1.559  -0.838  1.655
H  3.389  4.378  2.786
H  6.518  2.276  1.405
H  -0.055  -5.226  0.467
H  -0.665  -1.396  -1.580
C  5.419  1.700  5.622
H  -6.688  -0.741  -1.314
H  -5.602  -2.906  -4.612
H  1.409  -5.110  1.447
O  1.202  -3.601  0.103
C  2.087  0.436  1.327
H  5.155  6.002  2.208
H  -5.414  -1.456  -5.759
H  -3.137  -1.824  -5.802
C  7.367  6.276  3.183
H  4.514  6.201  3.858
H  -8.929  0.113  -5.062
H  -1.659  -3.818  -3.851
C  6.411  1.815  3.470
H  2.542  0.897  2.208
C  -4.281  -1.046  -2.945
H  -3.347  -4.667  -5.261
C  -6.956  0.713  -4.371
H  7.425  1.398  3.448
H  -5.277  -0.656  0.574
H  5.699  0.996  3.328
C  -8.036  -0.373  -4.632
N  -3.165  -0.948  -3.818
H  -3.231  -1.186  -1.295
H  2.855  0.295  0.567
H  0.443  -1.001  3.351
N  -5.504  -1.030  -3.756
N  -4.188  -1.166  -1.670
H  4.360  3.707  4.074
C  -5.053  -1.978  -4.861
C  -0.665  -1.820  1.715
H  -7.710  -1.127  -5.373
H  7.298  7.288  3.597
P  -3.041  -3.774  -4.194
H  0.695  -1.034  -0.543
H  6.991  3.620  2.409
H  1.318  1.097  0.912
H  -3.084  -0.097  -4.364
H  7.263  6.309  2.093
C  0.352  -3.144  -0.932
P  -5.607  -1.351  -0.620
O  6.236  2.437  4.734
H  1.543  -5.611  -0.252
H  8.350  5.867  3.414
O  4.954  3.314  2.118
C  -3.449  -2.054  -4.765
O  6.400  5.434  3.777
H  4.542  1.284  5.113
O  -5.600  0.236  -4.334
S  -4.080  -4.363  -2.649
C  0.290  -0.785  2.287

=====

Formula: C17H43NO5
Source: the OMol25 dataset
Level of theory: wB97M-V/def2-TZVPD

Calculated values
**LUMO energy**: 0.73 eV
**Multiplicity**: 1
**Charge**: 0
**Electronic energy**: -1104.37990 Eh
**ΔE to the lowest compared entry with this formula, charge and spin**: 0.0000 eV
**HOMO energy**: -7.853 eV
**Structure (SMILES)**: CC1(C)CCCC(C)(C)N1O.CCO.CCO.CCO.CCO

Atoms and positions in Å:
C  -0.630  1.255  -5.410
H  -0.730  -7.486  0.977
H  -1.036  -0.047  6.026
H  -0.747  -0.093  0.575
H  -1.404  -7.486  2.622
C  0.392  2.361  -5.186
H  1.562  -0.076  2.204
H  3.491  -2.700  4.011
H  2.022  -1.011  4.436
H  -1.524  1.532  -5.969
C  -0.100  -1.877  1.534
H  -0.825  -5.040  0.869
H  -0.899  -0.078  2.353
C  -0.111  3.475  -4.265
H  0.270  1.998  5.870
H  -1.122  -2.270  1.660
C  -1.506  1.622  -3.066
O  -1.064  3.732  -2.065
H  -1.896  0.054  -1.615
C  -1.368  1.013  -1.659
H  5.610  -1.617  4.596
C  -3.008  1.886  -3.360
H  -0.731  4.689  -5.981
N  -0.705  2.832  -3.090
C  -1.021  -5.529  1.822
H  4.912  -0.014  4.116
C  3.683  -1.683  3.648
C  -1.427  -6.982  1.651
H  4.332  -0.819  5.532
C  -0.138  -0.053  5.403
H  4.067  -1.769  2.632
H  -0.017  0.179  -3.667
C  0.281  1.331  5.005
O  2.455  -0.969  3.575
O  -2.761  -7.031  1.164
H  -3.169  2.957  -3.503
H  0.352  -2.284  2.445
H  -0.089  -5.474  2.394
H  -3.669  1.593  -2.543
H  -1.768  -4.977  2.390
C  4.713  -1.008  4.524
H  1.919  3.581  -3.505
H  1.193  1.370  4.416
H  -1.683  -0.175  -4.174
H  -1.360  5.258  -4.425
C  1.126  4.263  -3.818
O  0.951  0.365  1.596
H  -1.780  1.666  -0.897
H  1.499  4.850  -4.659
H  0.674  2.803  -6.144
C  -0.939  0.615  -4.058
H  1.259  1.888  -4.723
H  -2.872  -7.728  0.515
H  0.920  4.923  -2.975
H  0.360  -2.354  0.672
H  -0.124  0.485  -6.004
H  -0.313  0.777  -1.511
H  -0.496  1.767  4.362
H  -0.382  -0.700  4.558
H  -0.267  3.819  -1.532
H  -2.009  3.793  -5.221
O  0.892  -0.740  6.156
H  -3.378  1.402  -4.268
H  1.504  -0.073  6.487
C  -1.110  4.371  -5.005
C  -0.259  -0.363  1.507